Record 1
C4H5NO2 | the ωB97M-V functional and the def2-TZVPD basis

Calculated values
HOMO ... -10.34 eV
LUMO ... -0.05542 hartree
Kohn-Sham gap ... 8.837 eV

ORCA input file:
```
! RIJCOSX wB97M-V def2-TZVPD def2/J DEFGRID3
* xyz 0 1
O 0.5994 -1.7931 -1.2137
C 0.3914 -0.6262 -1.4536
C -0.6328 0.1742 -0.7181
C -1.3374 -0.3833 0.2995
N -0.0309 0.2371 1.7830
C 1.0029 0.7547 1.2737
O 1.6143 1.1118 0.2902
H 0.9389 -0.0901 -2.2494
H -0.8060 1.1976 -1.0408
H -2.1847 0.1269 0.7438
H -1.2056 -1.4408 0.5094
H 1.3250 0.8141 2.4076
*
```

=====

Record 2
C30H57NO19 | the ωB97M-V functional and the def2-TZVPD basis

Calculated values
HOMO ... -9.38 eV
Structure (SMILES) ... CCC(=O)OCC[C@@]1(OCCNC[C@H](C)O)OC(=O)O[C@H]1CCC(C)C.COC(=O)OC.COC(=O)OC.COC(=O)OC.COC(=O)OC
LUMO ... 0.01531 hartree
Kohn-Sham gap ... 9.800 eV

ORCA input file:
```
! RIJCOSX wB97M-V def2-TZVPD def2/J DEFGRID3
* xyz 0 1
C 5.6530 -1.3576 2.7130
C 5.4516 -1.5407 1.1849
C 4.3617 -2.5784 0.9307
O 4.1024 -3.3516 1.7542
O 3.6574 -2.5994 -0.2557
C 3.0599 -1.2615 -0.3624
C 1.7602 -1.3171 -1.1609
C 0.8845 -0.1208 -0.7226
O 0.3464 -0.1390 0.5589
C -0.4132 -1.2968 0.9044
C -1.8190 -0.9485 1.3896
N -1.8288 -0.1748 2.6486
C -2.4042 -0.9710 3.7563
C -3.9624 -0.9244 3.8234
C -4.5619 0.0946 2.8318
O -4.3029 -0.4297 5.1340
O 1.8745 0.9660 -0.6446
C 2.0286 1.3843 -1.9380
O 2.8420 2.0824 -2.3070
O 1.0266 0.8685 -2.7393
C -0.0085 0.5828 -1.7629
C -1.2041 -0.2025 -2.2559
C -2.5288 0.5996 -2.3228
C -2.7187 1.6453 -1.2000
C -2.3360 3.0584 -1.7857
C -4.1560 1.6901 -0.6217
H 4.7054 -1.4912 3.2287
H 6.0067 -0.3334 2.8443
H 6.4126 -2.0294 3.1074
H 5.2117 -0.5527 0.7963
H 6.3818 -1.9312 0.7635
H 3.8121 -0.6254 -0.8309
H 2.8698 -0.9256 0.6597
H 1.2996 -2.2795 -0.9175
H 1.9612 -1.3409 -2.2314
H -0.5186 -2.0311 0.1030
H 0.0846 -1.8187 1.7341
H -2.4075 -0.4760 0.5948
H -2.3104 -1.9172 1.5681
H -0.8537 -0.0390 2.9038
H -2.0257 -0.5016 4.6678
H -2.0135 -2.0010 3.7536
H -4.4296 -1.8965 3.6705
H -4.4600 -0.2321 1.7967
H -5.6036 0.2459 3.1169
H -4.0279 1.0381 2.9701
H -4.0316 0.4972 5.1031
H -0.1661 1.5688 -1.3183
H -0.9694 -0.5059 -3.2846
H -1.3886 -1.1260 -1.7101
H -3.3386 -0.1323 -2.2093
H -2.6968 1.0427 -3.3057
H -2.0372 1.4965 -0.3586
H -1.6721 3.5909 -1.1002
H -1.7992 2.8957 -2.7254
H -3.2201 3.6475 -2.0288
H -4.1170 1.7114 0.4683
H -4.7751 0.8587 -0.9702
H -4.6827 2.5997 -0.9226
C 1.0078 1.0808 -5.6488
O 0.7227 1.0571 -7.0496
C -0.3841 0.3855 -7.3654
O -1.1203 -0.1717 -6.5887
O -0.5389 0.4359 -8.6907
C -1.6951 -0.2480 -9.1745
H 1.9226 1.6508 -5.5084
H 0.2046 1.5709 -5.1031
H 1.1639 0.0715 -5.2730
H -2.6027 0.1924 -8.7641
H -1.6438 -1.3088 -8.9331
H -1.7056 -0.1332 -10.2554
C -7.0011 5.5716 3.9888
O -6.0487 4.7809 3.2764
C -4.7955 5.2381 3.3431
O -4.4314 6.2221 3.9333
O -4.0163 4.4114 2.6401
C -2.6361 4.7763 2.6213
H -7.9710 5.0988 3.8575
H -6.7620 5.5974 5.0510
H -7.0429 6.5814 3.5833
H -2.2222 4.7696 3.6287
H -2.5026 5.7540 2.1601
H -2.1173 4.0306 2.0230
C 2.1040 2.0411 3.3983
O 1.3685 1.4726 4.4845
C 2.1137 0.7843 5.3560
O 3.3048 0.6183 5.2928
O 1.3042 0.3084 6.3052
C 1.9666 -0.4579 7.3132
H 1.3904 2.5673 2.7693
H 2.8436 2.7516 3.7647
H 2.5837 1.2613 2.8080
H 2.6985 0.1519 7.8405
H 2.4439 -1.3348 6.8781
H 1.2061 -0.7840 8.0180
C 5.3952 -7.6720 -4.5119
O 5.7656 -6.3712 -4.0560
C 4.7418 -5.6289 -3.6217
O 3.5863 -5.9687 -3.5922
O 5.2229 -4.4495 -3.2284
C 4.2297 -3.5447 -2.7322
H 6.3065 -8.1692 -4.8346
H 4.9451 -8.2490 -3.7053
H 4.7124 -7.6034 -5.3577
H 3.7386 -3.9595 -1.8663
H 3.5019 -3.3151 -3.5136
H 4.7373 -2.6292 -2.4481
*
```

=====

Record 3
C10H15AsMoN2O3PS6 | the ωB97M-V functional and the def2-TZVPD basis

Calculated values
HOMO (spin up / spin down) ... -12.74 / -12.74 eV
LUMO (spin up / spin down) ... -0.23152 / -0.23156 hartree
Kohn-Sham gap (spin up / spin down) ... 6.441 / 6.440 eV

ORCA input file:
```
! RIJCOSX wB97M-V def2-TZVPD def2/J DEFGRID3
* xyz 1 1
Mo 0.1252 -0.0447 -2.3747
S 2.3618 0.4502 -1.9522
C 2.6256 2.1310 -1.9363
C 3.9435 2.5875 -1.6176
N 5.0065 2.9393 -1.3625
C 1.6050 2.9834 -2.2645
S 0.0488 2.3808 -2.5884
C 1.8083 4.3983 -2.3460
N 1.9591 5.5346 -2.4137
S -3.4105 -2.5728 -1.5992
As -2.7895 -1.7419 -3.3177
S -2.0313 0.3871 -2.9767
S 0.6945 -1.9220 -3.0534
S -2.7402 -2.2203 -5.2593
C 0.3755 1.8911 2.3755
C 1.0789 1.3490 1.1569
O 0.8236 -0.0854 1.0283
P -0.2183 -0.6686 0.0075
O -1.6557 -0.1835 0.3576
C -2.3537 -0.5974 1.5890
C -3.5937 0.2452 1.7067
O -0.1917 -2.1973 0.3115
C 1.0367 -2.9967 0.3306
C 1.2542 -3.5290 1.7226
H 0.6411 2.9405 2.5056
H 0.6803 1.3487 3.2693
H -0.7072 1.8284 2.2658
H 2.1600 1.4401 1.2345
H 0.7440 1.8540 0.2469
H -1.6721 -0.4540 2.4280
H -2.5792 -1.6566 1.4829
H -3.3439 1.3031 1.7802
H -4.1377 -0.0427 2.6063
H -4.2441 0.0928 0.8465
H 1.8726 -2.3763 0.0024
H 0.8749 -3.7918 -0.3946
H 1.4126 -2.7144 2.4282
H 2.1371 -4.1683 1.7290
H 0.3991 -4.1212 2.0451
*
```

=====

Record 4
C30H55HfN4O2P2 | the ωB97M-V functional and the def2-TZVPD basis

Calculated values
HOMO ... -16.41 eV
LUMO ... -0.40264 hartree
Kohn-Sham gap ... 5.457 eV

ORCA input file:
```
! RIJCOSX wB97M-V def2-TZVPD def2/J DEFGRID3
* xyz 3 1
C -2.0911 -0.2828 1.7554
C -0.1210 -1.5647 1.6166
C -2.5675 -1.0946 2.7755
C -0.6361 -2.4923 2.5136
C -1.8540 -2.2320 3.1339
H -3.5245 -0.8380 3.2264
H -0.0534 -3.3895 2.7310
H -2.2373 -2.9184 3.8860
N -0.8448 -0.4572 1.2603
P -2.4557 1.2692 -0.5673
P 2.2864 -0.2350 0.8223
C -2.9686 0.8038 1.1472
H -4.0209 0.4720 1.1212
H -2.9487 1.7001 1.7894
C -0.0030 1.7103 -2.3456
O -0.0148 2.1476 -3.4444
C 1.2019 -1.7451 0.9521
H 1.7677 -2.6195 1.3075
C 3.7826 -0.6719 -0.2662
C 2.7914 0.0662 2.6014
C -3.3577 0.0030 -1.6646
C -3.1779 3.0003 -0.7004
C 3.5197 -0.1592 -1.6967
H 3.3980 0.9334 -1.7175
H 4.3920 -0.4141 -2.3197
H 2.6342 -0.6085 -2.1581
C 5.0799 -0.0033 0.2192
H 4.9841 1.0894 0.2507
H 5.4198 -0.3758 1.1923
H 5.8746 -0.2399 -0.5065
C 3.9659 -2.1914 -0.2995
H 4.8643 -2.4208 -0.8950
H 4.1180 -2.6225 0.6997
H 3.1091 -2.6792 -0.7819
C 3.5497 1.4059 2.6647
H 3.0096 2.1911 2.1151
H 3.6231 1.7166 3.7169
H 4.5676 1.3398 2.2696
C 1.5471 0.2073 3.4954
H 0.8663 0.9906 3.1370
H 0.9905 -0.7316 3.5868
H 1.8825 0.4929 4.5049
C 3.6370 -1.1198 3.1011
H 3.2396 -2.0960 2.7895
H 4.6875 -1.0545 2.7935
H 3.6208 -1.1116 4.2015
C -2.9510 3.4844 -2.1407
H -3.2380 4.5463 -2.1966
H -1.9020 3.3894 -2.4480
H -3.5650 2.9338 -2.8667
C -2.4222 3.9142 0.2777
H -2.5908 3.6260 1.3230
H -1.3417 3.9374 0.0912
H -2.8049 4.9392 0.1526
C -4.6694 3.0716 -0.3315
H -4.8937 2.5601 0.6136
H -4.9311 4.1325 -0.2016
H -5.3252 2.6807 -1.1143
C -3.3243 -1.3703 -0.9789
H -3.9573 -1.4104 -0.0826
H -3.7005 -2.1285 -1.6846
H -2.3033 -1.6604 -0.6979
C -2.6040 -0.0961 -3.0060
H -1.6064 -0.5434 -2.8842
H -3.1882 -0.7519 -3.6742
H -2.4878 0.8752 -3.5036
C -4.8198 0.3844 -1.9217
H -5.3894 0.5008 -0.9895
H -4.9174 1.2864 -2.5392
H -5.2882 -0.4386 -2.4847
Hf 0.0905 0.8256 -0.4088
N 0.3776 -1.0206 -1.4098
C 0.7002 -2.0746 -0.8472
C 0.5918 -3.5383 -1.2909
C 1.2198 -4.5293 -0.3169
C -0.8969 -3.8669 -1.3581
C 1.2471 -3.6233 -2.6784
H 2.2900 -4.3634 -0.1723
H 0.7163 -4.5024 0.6557
H 1.0973 -5.5426 -0.7242
H -1.4136 -3.1878 -2.0473
H -1.0521 -4.8952 -1.7102
H -1.3551 -3.7775 -0.3635
H 1.8066 -4.5593 -2.7989
H 0.4727 -3.5660 -3.4531
H 1.9416 -2.7895 -2.8491
N 1.5955 4.5284 1.2406
C 1.2148 3.8020 0.1791
N 1.2444 4.3517 -1.0395
O 0.8275 2.5841 0.3656
H 1.8823 5.4951 1.1381
H 1.5444 4.1092 2.1612
H 0.9958 3.7945 -1.8572
H 1.5495 5.3129 -1.1410
*
```